DFT (ωB97M-V/def2-TZVPD) results for a single C5H4FNS molecule in a non-equilibrium geometry.

Geometry (Å):
N  2.633  -1.132  -1.195
C  2.035  -0.790  -0.262
C  1.370  -0.283  0.876
C  0.247  0.446  0.796
C  -0.541  0.622  -0.464
F  -0.912  1.984  -0.527
C  -1.838  -0.162  -0.514
S  -2.031  -1.698  -0.078
H  1.872  -0.604  1.790
H  -0.153  0.945  1.734
H  0.050  0.247  -1.340
H  -2.732  0.423  -0.817

Results
E_LUMO   -0.83 eV
Charge   0
ΔE to the lowest compared entry with this formula, charge and spin   192.81 kJ/mol
Strongest force on any atom   2.20 eV/A
SMILES   N#C/C=C\[C@H](F)C=S
HOMO level   -9.417 eV
Total energy   -745.66253 hartree

DFT (ωB97M-V/def2-TZVPD) results for a gas-phase ion, C6H13IN3 (charge +1) in a non-equilibrium geometry.

Geometry (Å):
C  1.485  -1.296  0.062
C  2.163  -0.110  0.187
C  0.249  2.072  0.367
C  -0.585  -0.074  0.824
C  -1.970  -0.602  1.122
C  -0.422  -1.411  -1.496
N  -0.534  1.095  0.002
N  0.739  2.997  -0.393
N  0.007  -1.303  0.045
I  4.329  -0.100  0.157
H  1.886  -2.257  -0.019
H  0.569  2.006  1.392
H  0.037  0.087  1.679
H  -1.867  -1.163  2.127
H  -2.251  -1.347  0.398
H  -2.521  0.278  1.120
H  -0.589  -2.476  -1.699
H  -1.417  -0.985  -1.666
H  0.275  -1.115  -2.240
H  -0.902  1.083  -0.942
H  1.343  3.773  -0.189
H  0.293  3.016  -1.320
H  -0.320  -2.168  0.481

Results
E_LUMO   -3.30 eV
Charge   +1
ΔE to the lowest compared entry with this formula, charge and spin   275.39 kJ/mol
Strongest force on any atom   3.84 eV/A
HOMO level   -10.263 eV
Total energy   -697.97893 hartree

DFT (ωB97M-V/def2-TZVPD) results for a molecular structure, C2H4N2O in a non-equilibrium geometry.

Geometry (Å):
C  -0.813  -0.289  0.228
C  -0.025  -0.277  -1.057
N  1.427  1.073  0.977
N  -0.067  0.865  -0.187
O  1.270  0.372  1.870
H  -1.795  -0.219  0.374
H  -0.468  -0.881  0.961
H  1.005  -0.751  -1.233
H  -0.534  0.107  -1.932

Results
E_LUMO (alpha / beta)   -0.35 / -0.35 eV
Charge   0
ΔE to the lowest compared entry with this formula, charge and spin   517.80 kJ/mol
Strongest force on any atom   4.41 eV/A
HOMO level (alpha / beta)   -8.692 / -8.693 eV
Total energy   -263.16605 hartree

DFT (ωB97M-V/def2-TZVPD) results for a gas-phase ion, C5H9N2 (charge +1) in a non-equilibrium geometry.

Geometry (Å):
N  0.326  1.006  2.828
C  -0.070  0.777  1.779
C  -0.818  0.368  0.674
C  -0.463  1.579  -0.508
C  -0.164  0.389  -1.444
C  -0.184  -0.617  -0.358
N  0.978  -1.507  0.154
H  -1.737  -0.206  1.023
H  0.484  2.158  -0.159
H  -1.206  2.331  -0.653
H  -0.898  0.068  -2.159
H  0.871  0.416  -1.877
H  -0.782  -1.473  -0.535
H  0.910  -2.505  -0.099
H  0.817  -1.645  1.128
H  1.934  -1.139  0.205

Results
E_LUMO   -4.07 eV
Charge   +1
ΔE to the lowest compared entry with this formula, charge and spin   427.96 kJ/mol
Strongest force on any atom   3.06 eV/A
SMILES   N#C[C@H]1CC[C@H]1[NH3+]
HOMO level   -15.024 eV
Total energy   -305.06703 hartree

DFT (ωB97M-V/def2-TZVPD) results for 3 unconnected molecules or ions with the total composition C31H45Br2ClF7N3O5Si in a non-equilibrium geometry.

Geometry (Å):
C  -1.634  -0.360  1.607
C  -0.321  0.263  2.071
Br  -0.651  1.026  3.877
C  0.303  1.405  1.247
Br  -1.071  2.703  0.686
C  1.278  0.940  0.076
C  0.996  -0.414  -0.593
F  0.963  -1.443  0.300
F  1.980  -0.765  -1.473
C  -0.320  -0.438  -1.390
C  -0.835  -1.854  -1.616
Si  -2.337  -1.942  -2.755
C  -1.915  -2.775  -4.394
C  -3.697  -2.973  -1.950
C  -3.063  -0.255  -3.162
C  -2.634  0.480  -4.229
C  -3.168  1.696  -4.508
C  -4.152  2.209  -3.735
C  -4.595  1.490  -2.673
C  -4.049  0.284  -2.392
O  0.885  1.794  -1.055
C  1.903  1.942  -1.970
O  1.635  2.093  -3.132
C  3.280  1.851  -1.269
C  4.389  1.068  -1.993
C  4.661  -0.408  -1.631
C  4.567  -1.274  -2.888
Cl  5.114  -2.936  -2.460
C  3.719  3.363  -1.449
C  4.305  3.750  -2.799
O  5.245  4.527  -2.852
F  3.817  3.257  -3.952
C  2.736  1.478  0.176
N  2.634  2.772  0.870
C  3.567  0.645  1.224
F  3.077  0.977  2.456
F  3.334  -0.674  1.170
C  5.089  0.898  1.361
F  5.788  -0.195  1.034
F  5.523  1.970  0.665
H  -2.243  -0.596  2.470
H  -2.234  0.260  0.948
H  -1.466  -1.312  1.110
H  0.406  -0.514  2.260
H  0.852  1.979  1.971
H  -0.051  -0.044  -2.369
H  -1.063  0.244  -0.993
H  -0.030  -2.416  -2.097
H  -1.076  -2.371  -0.688
H  -1.123  -2.224  -4.902
H  -1.587  -3.803  -4.243
H  -2.779  -2.792  -5.055
H  -3.812  -2.697  -0.903
H  -4.628  -2.731  -2.461
H  -3.494  -4.037  -2.039
H  -1.859  0.102  -4.879
H  -2.835  2.260  -5.367
H  -4.596  3.166  -3.954
H  -5.386  1.915  -2.074
H  -4.434  -0.255  -1.537
H  4.148  1.083  -3.053
H  5.323  1.587  -1.814
H  5.682  -0.535  -1.289
H  4.027  -0.864  -0.880
H  3.568  -1.295  -3.306
H  5.311  -0.917  -3.591
H  2.880  4.035  -1.294
H  4.488  3.591  -0.729
H  3.465  3.174  1.254
H  1.879  3.382  0.616
H  5.317  1.076  2.411
C  -2.498  5.025  7.427
N  -2.499  3.619  7.078
C  -3.633  3.068  6.355
C  -1.481  2.798  7.400
O  -1.437  1.615  7.129
H  -3.356  5.251  8.064
H  -2.559  5.633  6.522
H  -1.585  5.281  7.962
H  -4.090  2.268  6.939
H  -3.297  2.648  5.406
H  -4.366  3.848  6.169
H  -0.667  3.308  7.944
C  -1.891  -7.004  0.049
N  -1.581  -5.668  0.516
C  -0.202  -5.203  0.471
C  -2.527  -4.839  0.992
O  -2.326  -3.708  1.395
H  -1.340  -7.740  0.638
H  -1.608  -7.105  -1.001
H  -2.957  -7.201  0.147
H  0.132  -4.944  1.476
H  -0.130  -4.312  -0.152
H  0.436  -5.984  0.065
H  -3.536  -5.284  0.986

Results
E_LUMO   0.38 eV
Charge   0
Strongest force on any atom   3.31 eV/A
SMILES   C[C@H](Br)[C@H](Br)[C@@]1(C(F)(F)CC[Si](C)(C)c2ccccc2)OC(=O)[C@@](CCCCl)(CC(=O)F)[C@]1(N)C(F)(F)C(F)F.CN(C)C=O.CN(C)C=O
HOMO level   -9.260 eV
Total energy   -8345.49759 hartree

DFT (ωB97M-V/def2-TZVPD) results for a molecular structure, C31H26BN8O4PSTc in a non-equilibrium geometry.

Geometry (Å):
Tc  -0.556  1.154  -0.645
C  -0.439  1.008  3.522
C  0.006  0.578  2.285
N  -0.407  1.441  1.347
N  -1.090  2.427  1.959
C  -1.135  2.184  3.270
B  -1.631  3.587  1.098
N  -2.731  2.996  0.209
C  -3.993  3.383  -0.026
C  -4.537  2.529  -0.973
C  -3.519  1.628  -1.263
N  -2.439  1.912  -0.541
N  -0.464  3.998  0.142
C  0.196  5.153  0.002
C  1.149  4.998  -0.999
C  1.017  3.688  -1.420
N  0.040  3.088  -0.719
N  -2.067  4.776  1.901
C  -2.484  5.989  1.453
C  -2.620  6.825  2.542
C  -2.270  6.026  3.652
N  -1.985  4.822  3.241
H  -0.297  0.540  4.473
H  0.585  -0.290  2.033
H  -1.636  2.850  3.948
H  -4.442  4.223  0.468
H  -5.523  2.571  -1.389
H  -3.519  0.812  -1.961
H  -0.012  6.020  0.600
H  1.846  5.731  -1.348
H  1.570  3.164  -2.177
H  -2.648  6.185  0.412
H  -2.967  7.839  2.567
H  -2.263  6.278  4.693
O  -1.341  -0.839  -1.742
S  -1.104  -1.691  -0.603
O  -1.612  -1.158  0.615
O  0.536  -1.697  -0.432
C  -1.275  -3.453  -0.787
C  -2.482  -4.124  -0.804
C  -2.459  -5.514  -0.896
C  -1.254  -6.197  -0.978
C  -0.042  -5.517  -0.934
C  -0.054  -4.130  -0.825
P  1.406  -3.042  -0.750
C  2.388  -3.120  0.756
C  3.632  -2.495  0.829
C  4.259  -2.397  2.061
C  3.658  -2.913  3.200
C  2.419  -3.536  3.119
C  1.774  -3.634  1.900
C  2.148  -2.755  -2.366
C  3.407  -3.255  -2.696
C  3.915  -3.028  -3.966
C  3.178  -2.316  -4.900
C  1.917  -1.835  -4.572
C  1.394  -2.054  -3.312
H  -3.416  -3.587  -0.751
H  -3.391  -6.058  -0.905
H  -1.262  -7.271  -1.078
H  0.893  -6.057  -0.975
H  4.108  -2.099  -0.056
H  5.222  -1.917  2.136
H  4.158  -2.829  4.154
H  1.955  -3.944  4.003
H  0.805  -4.107  1.831
H  3.974  -3.824  -1.974
H  4.886  -3.415  -4.233
H  3.578  -2.133  -5.887
H  1.339  -1.297  -5.307
H  0.409  -1.683  -3.062
O  2.326  0.239  -1.210
C  1.273  0.575  -0.961

Results
E_LUMO (alpha / beta)   -11.35 / -11.34 eV
Charge   +3
Strongest force on any atom   3.39 eV/A
HOMO level (alpha / beta)   -15.805 / -15.805 eV
Total energy   -2780.25249 hartree